Record 1
{
  "formula": "C17H21AlClNO11S",
  "method": "wB97M-V/def2-TZVPD",
  "gap_ev": 1.49,
  "de_lowest_kcal_mol": 20.6,
  "multiplicity": 1,
  "total_charge": 2,
  "energy_ha": -2642.53804,
  "fmax_ha_per_bohr": 0.037,
  "symbols": ["Cl", "S", "Al", "O", "O", "O", "O", "O", "O", "O", "O", "O", "O", "O", "N", "C", "C", "C", "C", "C", "C", "C", "C", "C", "C", "C", "C", "C", "C", "C", "C", "C", "H", "H", "H", "H", "H", "H", "H", "H", "H", "H", "H", "H", "H", "H", "H", "H", "H", "H", "H", "H", "H"],
  "coordinates": [[2.34507, -0.66311, -0.92527], [1.51947, -0.28665, 1.70900], [-1.03963, 1.81773, 1.87678], [-3.24177, -1.21210, 1.83441], [-4.45263, -0.64171, -1.77441], [3.08284, 0.08858, 1.64940], [-4.96104, 0.83867, 1.96077], [-6.60486, -3.64912, -0.33439], [-3.68963, -0.98942, -3.85726], [1.04514, -0.24442, 0.09773], [-2.32248, 4.55686, -0.42385], [0.88064, 0.89155, 2.37354], [-5.89749, -1.16124, -3.42906], [-8.28453, -1.56447, -0.27656], [8.18344, 1.04768, -0.88981], [-4.46080, -1.35251, 1.32087], [5.21202, 2.60003, 2.01376], [9.00433, 3.49384, -0.53020], [5.38034, -0.88351, 2.07455], [-3.02627, -0.71375, -1.69710], [5.81169, 0.17267, 1.01986], [-5.36812, -0.17064, 1.41474], [-4.85500, -2.50621, 0.74373], [3.87564, -0.83627, 2.47745], [8.54241, 2.12650, -0.73125], [5.65517, 1.58524, 1.52557], [-2.61587, -0.40074, -3.11292], [-4.78929, -0.95259, -3.06850], [-6.20087, -2.63711, 0.17994], [-7.10340, -1.44428, 0.24868], [-1.28240, -0.98194, -3.51931], [-6.69895, -0.27580, 0.84027], [-2.62490, 4.21822, 0.43575], [5.59703, -1.89255, 1.67109], [-8.33778, -2.48220, -0.63492], [8.95324, 3.77830, 0.52087], [6.87241, 0.03435, 0.70530], [8.39857, 4.20323, -1.09400], [-7.34038, 0.59460, 0.89888], [4.66656, 3.49358, 2.29395], [5.99602, -0.73777, 2.98106], [-2.64114, 0.00829, -0.97519], [-4.20252, -3.36716, 0.67256], [-2.74895, -1.72326, -1.37816], [-2.62768, 0.67725, -3.30455], [-1.23705, -2.05114, -3.30185], [-3.22031, -0.29954, 2.18586], [3.76583, -0.55472, 3.54124], [3.44787, -1.85024, 2.32825], [-0.46494, -0.48271, -2.99613], [5.19795, 0.04012, 0.10577], [10.03817, 3.61346, -0.85390], [-1.13115, -0.87185, -4.59301]],
  "forces_ev_per_angstrom": [[-0.5, -0.1, -0.3], [1.7, -0.6, 0.7], [1.1, -0.2, 0.3], [-0.5, 0.4, -0.2], [0.1, 0.0, 0.1], [-1.8, 0.0, -0.2], [0.4, -0.1, 0.0], [-0.3, 0.2, 0.0], [-0.4, 0.1, 0.6], [0.9, 0.8, 0.7], [0.2, -0.3, -0.1], [-1.3, 0.4, -1.3], [0.0, 0.0, 0.3], [0.9, -0.3, 0.3], [0.0, 0.1, 0.0], [0.3, -0.4, 0.1], [-0.3, 0.2, -0.3], [0.1, 0.4, 0.0], [0.1, 0.3, -0.3], [0.0, 0.2, 0.3], [0.4, 0.7, 0.2], [-0.4, 0.3, -0.1], [-0.2, -0.2, -0.1], [0.7, -1.2, 0.7], [0.1, 0.1, 0.0], [-0.8, -1.2, -0.1], [0.9, -0.1, -0.2], [-0.2, -0.1, -0.7], [0.7, -0.5, 0.0], [-0.9, 0.0, -0.5], [-0.1, -0.3, -0.2], [0.4, 0.7, 0.4], [-0.3, 0.2, 0.2], [0.0, 0.6, 0.2], [-0.2, 0.0, -0.2], [-0.1, -0.2, 0.0], [-0.8, -0.1, 0.2], [-0.1, -0.2, 0.0], [-0.1, 0.0, 0.0], [0.7, -0.4, 0.0], [-0.4, -0.2, -0.4], [-0.2, 0.1, 0.0], [0.0, 0.0, 0.0], [0.1, 0.0, -0.2], [-0.1, 0.0, 0.1], [0.0, 0.0, 0.1], [-0.1, -0.1, 0.2], [-0.1, 0.1, -0.7], [0.2, 0.6, 0.2], [-0.1, 0.1, 0.0], [0.4, 0.3, 0.4], [0.0, -0.2, 0.0], [0.0, 0.1, 0.1]]
}

Record 2
{
  "formula": "C17H21B2Cl4NO4",
  "method": "wB97M-V/def2-TZVPD",
  "gap_ev": 5.63,
  "de_lowest_kcal_mol": 141.7,
  "multiplicity": 1,
  "total_charge": 0,
  "energy_ha": -2906.51182,
  "fmax_ha_per_bohr": 0.087,
  "symbols": ["Cl", "Cl", "Cl", "Cl", "O", "O", "O", "O", "N", "C", "C", "C", "C", "C", "C", "C", "C", "C", "C", "C", "C", "C", "C", "C", "C", "C", "B", "B", "H", "H", "H", "H", "H", "H", "H", "H", "H", "H", "H", "H", "H", "H", "H", "H", "H", "H", "H", "H", "H"],
  "coordinates": [[6.92766, 2.70734, 1.32539], [2.36124, 0.19653, -2.53937], [0.00448, 2.01058, -3.33807], [2.46908, 3.20218, -2.13027], [1.05076, -1.44301, 2.43265], [0.71390, 1.37061, -0.46077], [-0.49644, -0.62067, -1.96548], [-2.00731, 1.26966, -1.48943], [-2.77944, -1.00857, -1.44979], [-0.22288, -1.63775, 2.91809], [-0.71422, -2.05275, -2.17871], [-0.84680, -2.97089, 3.02619], [0.01122, 0.58700, 2.56722], [-3.62457, -0.22003, -2.45181], [2.93866, 2.75841, 1.15358], [3.71987, 0.50022, 0.60638], [2.70912, 1.41369, 0.81436], [-3.35119, 1.23520, -2.02984], [-2.16536, -2.35595, -1.77186], [-3.42404, -0.94111, -0.10835], [-0.86693, -0.43733, 3.03021], [1.17432, -0.01480, 2.12574], [4.26331, 3.14240, 1.37443], [5.30082, 2.21183, 1.16925], [5.03392, 0.88128, 0.80754], [1.40714, 0.82340, 0.48192], [1.46920, 1.71369, -2.32603], [-1.66179, -0.01213, -1.70531], [-2.88593, -1.61386, 0.57647], [-3.27533, -0.44166, -3.48388], [5.82605, 0.17305, 0.64410], [-4.04084, 1.57329, -1.23041], [3.43492, -0.48459, 0.28262], [-0.54834, -2.22890, -3.25607], [-1.47338, -3.16928, 2.15373], [-0.14939, -3.82054, 3.16302], [-4.70253, -0.46031, -2.37379], [4.52221, 4.16892, 1.66554], [0.06337, -2.60240, -1.61477], [2.11044, 3.47036, 1.28371], [1.25947, -0.29013, 0.55396], [-1.54765, -2.96225, 3.86260], [-4.47518, -1.24540, -0.19382], [-0.07140, 1.67525, 2.66845], [-3.36466, 0.07938, 0.30070], [-3.33088, 1.95102, -2.86672], [-1.90661, -0.25165, 3.32132], [-2.73501, -2.92873, -2.51647], [-2.10309, -2.90061, -0.82816]],
  "forces_ev_per_angstrom": [[0.9, 0.3, 0.2], [0.2, -0.3, -0.3], [0.3, 0.0, -0.2], [-0.2, -0.4, 0.0], [-0.7, 1.3, -1.4], [-1.6, 1.4, 0.1], [-1.0, -1.2, -0.3], [-1.0, -0.8, -0.6], [-1.0, -0.2, -0.8], [-0.3, 1.7, -0.5], [0.9, 0.9, -0.9], [0.2, -0.9, 0.5], [1.0, -0.5, 0.5], [-0.9, -0.6, -0.5], [0.3, -0.7, 0.2], [1.2, 0.7, 0.5], [-0.2, 0.2, -0.4], [0.0, 1.2, 0.4], [0.0, 0.0, 0.4], [0.1, 0.0, 0.7], [-0.7, -0.1, 0.1], [-2.2, 1.2, 3.7], [0.4, -0.2, -0.2], [-1.4, -0.4, 0.0], [-0.3, 0.6, 0.0], [1.0, -2.5, -1.2], [0.1, 0.5, 1.3], [3.3, 0.4, 2.2], [-0.2, 0.4, -0.2], [-0.1, 0.1, 0.7], [0.3, 0.0, 0.0], [0.2, -0.1, -0.6], [0.2, -0.3, 0.0], [0.0, 0.0, 0.5], [0.2, -0.2, -0.2], [-0.3, 0.6, -0.1], [0.6, -0.1, 0.0], [-0.1, -0.5, -0.2], [-0.6, 0.3, -0.2], [0.4, -0.4, -0.2], [1.5, 0.1, -2.7], [0.1, -0.1, 0.1], [0.3, 0.0, 0.0], [-0.2, -0.6, -0.3], [0.0, -0.4, -0.3], [-0.5, -0.4, 0.2], [0.4, -0.4, 0.2], [0.1, 0.3, 0.3], [-0.5, 0.0, -0.2]]
}

Record 3
{
  "formula": "C17H21BIrN6O3S",
  "method": "wB97M-V/def2-TZVPD",
  "gap_ev": [7.13, 3.54],
  "de_lowest_kcal_mol": 45.2,
  "multiplicity": 6,
  "total_charge": 2,
  "energy_ha": -1741.18170,
  "fmax_ha_per_bohr": 0.073,
  "symbols": ["Ir", "S", "O", "O", "O", "N", "N", "N", "N", "N", "N", "C", "C", "C", "C", "C", "C", "C", "C", "C", "C", "C", "C", "C", "C", "C", "C", "C", "B", "H", "H", "H", "H", "H", "H", "H", "H", "H", "H", "H", "H", "H", "H", "H", "H", "H", "H", "H", "H", "H"],
  "coordinates": [[2.12245, 0.82422, -0.66151], [1.69243, -0.80666, 1.75875], [0.85181, -1.94061, 1.44890], [3.11953, -0.97462, 1.53955], [1.23484, 0.49171, 0.98583], [-1.52995, -0.09036, -3.89765], [1.32293, 1.93797, -2.01193], [-2.28295, -0.26966, -2.73724], [1.93731, -0.53707, -2.12172], [1.24150, -0.55141, -3.33422], [0.60015, 1.69997, -3.18555], [1.81877, -1.47329, -4.13117], [0.87464, -1.09545, 4.32313], [-0.59906, 1.05273, 7.14968], [1.28744, 3.29840, -1.79600], [-2.54886, -2.51658, 1.72884], [0.54320, 2.87209, -3.84150], [2.66932, -2.27321, -3.35644], [0.75066, 1.18250, 3.55398], [-3.49952, -0.69469, -3.03804], [1.13857, -0.14802, 3.33265], [-0.02727, 0.62697, 5.81252], [2.61627, -1.74621, -2.06446], [0.19834, 1.54941, 4.78805], [-2.37023, -0.38549, -4.94920], [0.34340, -0.69764, 5.55189], [0.89999, 3.88672, -2.97864], [-3.62958, -0.78409, -4.44562], [0.07796, 0.38040, -3.85362], [1.42711, 3.68159, -0.78709], [-1.49639, -2.20327, 1.68569], [0.31364, 0.51360, -5.05870], [-4.50862, -1.07772, -4.97918], [2.92295, -2.13505, -1.09953], [1.07688, -2.14539, 4.11260], [-1.51427, 0.50125, 7.41231], [-0.06383, 2.59162, 4.98204], [1.49953, -1.50921, -5.17097], [-2.70465, -3.36400, 2.41185], [-3.16438, -1.70964, 1.99508], [0.21819, -1.44619, 6.33246], [-4.22946, -0.93644, -2.27110], [0.82703, 4.93507, -3.21021], [3.15835, -3.16994, -3.69647], [-0.79348, 2.13332, 7.15601], [-2.10692, -0.30029, -6.00051], [0.12498, 0.86647, 7.95356], [0.86510, 1.93804, 2.77676], [-2.85580, -2.84899, 0.73365], [0.14996, 2.86715, -4.84750]],
  "forces_ev_per_angstrom": [[0.3, -0.9, 0.9], [-0.9, -1.5, 2.5], [0.8, 1.1, -0.4], [-0.8, 0.8, -0.3], [0.1, 0.4, -1.0], [-1.0, -0.3, -0.9], [-3.1, 2.1, -0.6], [0.1, -0.1, 0.7], [-1.4, -3.3, -0.5], [0.6, -0.2, -0.8], [0.5, 0.9, -0.7], [-0.7, 0.0, 1.2], [0.2, 0.0, 0.3], [0.2, 0.1, -0.1], [0.0, -0.6, -1.2], [0.8, -1.3, -0.6], [-0.9, -1.0, 0.8], [-0.2, -0.1, 0.6], [0.2, 0.1, 0.1], [0.3, 0.0, -0.8], [-0.4, -0.4, 0.5], [0.4, -0.2, -0.2], [-0.1, 0.7, -1.6], [0.0, 0.1, -0.2], [3.0, 1.0, 0.7], [0.0, -0.3, -0.1], [0.1, 1.4, 0.2], [-0.6, -0.1, 2.0], [1.8, 0.1, -1.1], [0.5, 0.1, -0.5], [-0.4, -0.2, 0.2], [-0.4, -0.1, 0.7], [-0.2, -0.1, -0.4], [0.5, 0.2, -0.2], [0.0, 0.2, 0.3], [0.3, 0.2, -0.2], [0.1, -0.3, -0.3], [0.2, -0.3, 0.3], [0.2, 0.4, -0.1], [-0.8, 1.1, 0.6], [-0.1, 0.1, -0.2], [0.2, 0.2, -0.1], [0.1, 0.1, 0.1], [0.1, 0.0, 0.1], [-0.1, -0.4, 0.0], [0.3, 0.0, 0.3], [-0.1, -0.1, -0.2], [0.0, -0.2, 0.3], [0.1, 0.0, 0.0], [0.0, 0.3, 0.1]]
}

Record 4
{
  "formula": "C17H21BrClHfN3O",
  "method": "wB97M-V/def2-TZVPD",
  "gap_ev": 6.33,
  "multiplicity": 1,
  "total_charge": 4,
  "energy_ha": -3980.55756,
  "fmax_ha_per_bohr": 0.015,
  "symbols": ["Hf", "Br", "Cl", "O", "N", "N", "N", "C", "C", "C", "C", "C", "C", "C", "C", "C", "C", "C", "C", "C", "C", "C", "C", "C", "H", "H", "H", "H", "H", "H", "H", "H", "H", "H", "H", "H", "H", "H", "H", "H", "H", "H", "H", "H", "H"],
  "coordinates": [[0.11302, 0.27537, -1.00014], [-1.79232, 1.41163, -2.48027], [5.18848, -0.34623, -3.87462], [-1.08065, -1.16551, -0.35544], [0.83035, -2.08890, 0.28960], [-0.68751, 2.08910, -0.04408], [1.52609, -0.44457, -2.42815], [-0.35396, -2.27503, 2.85046], [-1.53369, -2.82250, 2.03786], [-0.49061, 2.80258, 1.09898], [-2.39839, 4.14571, 0.63402], [-1.24109, -3.38970, 0.55091], [1.49024, -1.71111, -4.45953], [-1.73197, 2.44225, -0.82151], [-1.04415, 4.64061, 2.71905], [3.54369, -0.67983, -3.69832], [0.85817, -1.20489, -3.34880], [-2.62227, 3.43592, -0.55150], [0.19701, -0.89700, 2.41308], [2.84852, -0.18363, -2.60732], [1.20637, -1.02980, 1.26715], [-0.50310, -2.25408, 0.08330], [-1.31875, 3.85190, 1.47781], [2.84630, -1.45265, -4.63935], [2.20750, -1.27980, 1.62304], [-1.93479, -3.70604, 2.53767], [3.35477, 0.43136, -1.87146], [1.44849, -0.02796, 0.75746], [-0.73519, 3.99743, 3.54252], [-3.07732, 4.95202, 0.89279], [-2.33520, -2.08838, 1.95767], [0.93761, -2.30222, -5.17866], [-0.63839, -0.23956, 2.14818], [1.36265, -2.94785, 0.41023], [-2.18181, -3.56874, 0.03675], [0.45481, -3.01008, 2.91595], [-3.44379, 3.67819, -1.21475], [0.36157, 2.51899, 1.70557], [-0.23880, 5.35594, 2.53186], [-1.92209, 5.20347, 3.02827], [-0.71571, -2.16556, 3.87358], [-0.20548, -1.39587, -3.18304], [3.37083, -1.84190, -5.50586], [-0.63358, -4.29069, 0.63120], [0.71414, -0.42237, 3.24786]],
  "forces_ev_per_angstrom": [[-0.4, -0.5, -0.3], [0.0, 0.0, 0.1], [0.0, 0.0, 0.0], [-0.1, -0.1, 0.2], [0.0, 0.0, 0.0], [0.2, 0.0, -0.1], [0.1, 0.4, 0.0], [0.0, 0.0, 0.0], [0.0, 0.0, 0.0], [0.0, 0.0, 0.0], [0.0, 0.0, 0.0], [0.0, 0.0, -0.1], [0.0, 0.0, 0.0], [0.1, 0.1, 0.0], [0.0, 0.0, 0.0], [0.0, 0.0, 0.0], [0.0, 0.1, 0.1], [0.0, 0.0, -0.1], [0.0, 0.0, 0.0], [0.0, 0.0, 0.0], [0.0, 0.0, 0.0], [0.0, 0.0, 0.1], [0.0, 0.0, 0.0], [0.0, 0.0, 0.0], [0.0, 0.0, 0.0], [0.0, 0.0, 0.0], [0.0, 0.0, 0.0], [-0.1, 0.0, 0.1], [0.0, 0.0, 0.0], [0.0, 0.0, 0.0], [0.0, 0.0, 0.0], [0.0, 0.0, 0.0], [0.0, 0.0, 0.0], [0.0, 0.0, 0.0], [0.0, 0.0, 0.0], [0.0, 0.0, 0.0], [0.0, 0.0, 0.0], [0.0, 0.0, 0.0], [0.0, 0.0, 0.0], [0.0, 0.0, 0.0], [0.0, 0.0, 0.0], [0.0, 0.0, 0.0], [0.0, 0.0, 0.0], [0.0, 0.0, 0.0], [0.0, 0.0, 0.0]]
}